(1)
Below is CH4FOP as an isolated structure in a non-equilibrium geometry, with properties calculated with wB97M-V/def2-TZVPD.

```
8
Properties=species:S:1:pos:R:3:forces:R:3:nbo_charge:R:1
C 0.177026 -0.583257 -0.062748 -1.87 0.91 1.38 -0.385
O -0.956892 -1.041904 0.777553 2.75 0.19 0.24 -0.725
F -0.645009 1.866223 0.134652 1.10 -0.47 1.13 -0.603
P 0.711340 1.073471 0.750574 -0.65 0.69 -5.17 0.949
H 0.948824 -1.277886 0.006255 1.49 -1.31 0.46 0.186
H -0.144272 -0.633459 -1.105338 0.14 0.87 0.04 0.200
H -1.690476 -0.981771 0.214442 -1.78 0.16 -0.95 0.469
H 1.599459 1.578583 -0.715390 -1.17 -1.03 2.87 -0.090
```
Positions in Å, forces in eV/Å.

Computed properties:
Gap between HOMO and LUMO: 10.6 eV
E_HOMO: -10.2 eV
Relative energy (zero: lowest compared OMol25 entry of this formula, charge and spin): 2.405 eV

=====

(2)
Below is C27H34F5N7SSeSiZr as an isolated structure in a non-equilibrium geometry, with properties calculated with wB97M-V/def2-TZVPD.

```
77
Properties=species:S:1:pos:R:3:forces:R:3:mulliken_charge:R:1
Zr -0.273160 -0.298522 0.053995 -4.48 1.91 -0.43 -0.955
C -1.599560 -0.225022 -4.706405 0.29 -0.24 0.29 -1.059
N -1.981760 0.967178 -3.957505 -0.50 0.10 -0.43 0.085
C -2.032060 2.176678 -4.781505 -0.10 0.29 0.23 -1.036
C -1.604960 1.071278 -2.630805 1.08 -0.26 2.44 0.133
N -0.828260 0.280478 -1.976705 -6.04 7.04 -2.50 -0.097
N -2.157560 2.128578 -1.934305 -1.60 1.41 -1.96 0.078
C -2.019560 2.370678 -0.591705 1.91 -2.54 -0.39 0.191
N -2.756260 3.406778 -0.124605 -0.78 1.34 0.34 -0.581
N -1.244360 1.649378 0.124395 -6.38 1.13 -0.65 -0.520
H -2.128960 -0.276222 -5.664105 0.00 0.27 0.28 0.387
H -1.862760 -1.132722 -4.153305 0.15 0.20 0.01 0.309
H -0.522760 -0.227822 -4.907305 -0.05 -0.19 -0.05 0.425
H -2.386860 1.955078 -5.794005 0.08 -0.20 0.33 0.349
H -1.036260 2.626478 -4.859105 -0.04 0.10 -0.08 0.311
H -2.721260 2.918578 -4.366405 0.19 -0.09 -0.05 0.301
H -0.322260 -0.885822 -2.600505 -1.18 -1.34 -0.77 0.047
H -3.043960 2.419978 -2.302305 -0.28 0.58 -0.23 0.269
H -2.713360 4.216578 -0.730305 -0.22 0.03 0.01 0.225
H -2.485060 3.660078 0.816495 -0.15 -0.11 -0.04 0.334
H -1.165060 1.852578 1.521895 2.34 -0.53 -2.91 0.144
F 4.886840 -4.775722 0.271295 -0.21 0.27 0.10 -0.307
C 4.101440 -3.800822 0.756695 0.22 -0.07 0.30 0.127
C 3.057240 -3.306322 -0.014405 -0.48 0.00 -0.94 -0.236
F 2.820940 -3.790422 -1.241705 0.20 0.01 0.39 -0.209
C 2.281140 -2.307222 0.528395 1.90 -1.19 0.88 -0.707
F 1.235540 -1.683122 -0.016005 2.65 -4.39 -1.62 1.775
C 2.505540 -1.801822 1.774695 0.07 -1.07 0.38 0.354
S 1.330040 -0.615522 2.018995 4.87 -1.37 3.65 0.594
C 3.537740 -2.278522 2.558295 0.52 -0.46 -0.27 0.149
F 3.784040 -1.802222 3.787795 -0.15 -0.13 -0.30 -0.299
C 4.342140 -3.290622 2.037095 0.04 0.12 0.09 0.185
F 5.357340 -3.784122 2.764395 -0.34 0.11 -0.31 -0.300
C 0.319240 -1.412022 -1.861005 1.62 -4.51 -3.56 -1.472
C 0.742940 -2.139722 -3.044705 1.38 -1.13 1.58 1.272
C 1.619640 -1.547122 -3.957705 0.48 -0.21 -0.84 -0.460
C 1.987240 -2.223822 -5.123005 -0.39 0.03 0.36 -0.801
C 1.476540 -3.494222 -5.383605 0.08 -0.10 -0.23 -0.504
C 0.601640 -4.090422 -4.476805 -0.11 0.51 0.26 -0.856
C 0.236440 -3.415222 -3.309705 0.01 -0.69 -0.88 -0.297
H -0.523060 -1.778722 -1.236605 0.08 -1.22 -1.13 0.259
H 0.297240 -0.301822 -1.865705 3.76 -0.09 -0.13 0.605
H 2.019840 -0.553322 -3.773205 0.00 -0.13 0.13 0.413
H 2.667940 -1.756122 -5.829705 -0.07 -0.05 0.11 0.388
H 1.757140 -4.017722 -6.293705 -0.01 0.06 0.15 0.383
H 0.198440 -5.078822 -4.680105 0.06 0.11 0.05 0.394
H -0.454660 -3.890522 -2.618005 0.16 0.10 0.04 0.423
C 0.584940 4.460278 1.587295 -0.06 -0.05 -0.18 -1.015
Si 0.719640 2.849578 2.533295 0.82 -0.45 0.25 0.026
C -0.441060 2.881178 4.002895 0.38 1.06 -0.16 -0.299
C 2.483740 2.642678 3.147595 -0.04 0.39 0.21 -1.216
C 0.305640 1.438078 1.434895 1.59 2.09 2.86 0.262
H 0.852440 5.306478 2.227395 -0.02 -0.09 -0.03 0.359
H -0.435860 4.615978 1.225795 0.08 0.07 -0.03 0.226
H 1.257540 4.461578 0.724195 -0.07 0.04 0.03 0.323
H -0.188260 3.705778 4.675795 0.04 0.16 -0.10 0.550
H -0.375860 1.947778 4.569895 0.10 3.08 -1.34 -0.507
H -1.477860 3.012378 3.677895 -0.03 -0.05 0.12 0.276
H 2.762440 3.470178 3.806195 0.14 -0.01 0.03 0.362
H 3.185640 2.622078 2.307895 -0.05 -0.04 0.07 0.296
H 2.591540 1.708378 3.706795 -0.01 0.05 -0.10 0.349
H 0.215340 0.427678 1.883795 -0.36 3.01 -2.95 -1.414
H 0.818640 1.363178 0.454095 0.63 1.21 0.63 0.941
Se -3.162360 -2.047522 1.047295 0.74 0.98 1.51 0.336
N -1.782760 -0.982722 1.487995 0.13 0.43 2.21 0.165
C -1.801060 -0.670722 2.781595 1.04 0.45 -1.39 1.109
C -0.849860 0.139978 3.390495 -0.49 0.62 3.91 0.877
C -0.971760 0.399678 4.761195 -0.37 -2.48 -1.31 -1.011
C -2.039560 -0.155522 5.491995 -1.54 -1.30 -0.64 -0.946
C -2.988460 -0.972122 4.853395 0.87 1.25 2.31 -0.737
C -2.846760 -1.216922 3.487195 -2.32 -1.63 -0.17 0.581
N -3.683660 -1.977022 2.764795 -0.21 -0.22 -0.09 -0.950
H -0.035160 0.559578 2.817195 -1.75 0.38 4.11 -0.378
H -0.243560 1.027778 5.257295 -0.03 -1.89 0.91 0.352
H -2.128560 0.048878 6.551395 -0.05 -0.05 -0.02 0.430
H -3.813260 -1.402322 5.411995 0.09 0.04 -0.16 0.446
H -1.812360 -1.382422 -0.277405 0.19 -0.47 -2.16 -0.002
```
Positions in Å, forces in eV/Å.

Computed properties:
Gap between HOMO and LUMO (spin up / spin down): 4.3 / 4.3 eV
E_HOMO (spin up / spin down): -5.8 / -5.8 eV
Relative energy (zero: lowest compared OMol25 entry of this formula, charge and spin): 6.019 eV

=====

(3)
Below is an isolated molecule of C4H8O2, with properties calculated with wB97M-V/def2-TZVPD.

```
14
Properties=species:S:1:pos:R:3:forces:R:3:nbo_charge:R:1
O 1.962778 0.984808 0.120068 0.01 0.24 -0.01 -0.714
C 1.729516 -0.382940 -0.130987 -0.06 -0.35 -0.07 -0.056
C 0.286210 -0.700454 0.197639 -0.02 0.01 0.04 -0.460
C -0.706487 0.191841 -0.520312 0.05 -0.45 -0.15 0.028
C -2.041807 0.276188 0.046915 -0.28 -0.20 -0.02 -0.104
O -1.179677 1.404925 0.085440 0.22 0.05 0.15 -0.501
H 1.095708 1.412611 0.086712 0.37 0.24 0.08 0.474
H 1.960238 -0.642750 -1.178096 -0.07 0.15 0.14 0.154
H 2.391418 -0.985505 0.503788 -0.02 0.19 -0.11 0.177
H 0.036830 -1.735098 -0.069291 0.09 0.09 0.04 0.222
H 0.142314 -0.592372 1.280341 -0.08 0.01 -0.16 0.218
H -0.571926 0.324841 -1.595956 -0.08 -0.28 0.13 0.195
H -2.185978 -0.177691 1.026392 -0.15 -0.04 -0.19 0.181
H -2.907848 0.298487 -0.607256 0.00 0.35 0.10 0.187
```
Positions in Å, forces in eV/Å.

Computed properties:
SMILES: OCC[C@H]1CO1
Gap between HOMO and LUMO: 11.3 eV
E_HOMO: -10.3 eV
Relative energy (zero: lowest compared OMol25 entry of this formula, charge and spin): 2.228 eV

=====

(4)
Below is C44H48Cl3N8O3V2 as an isolated structure in a non-equilibrium geometry, with properties calculated with wB97M-V/def2-TZVPD.

```
108
Properties=species:S:1:pos:R:3:forces:R:3:mulliken_spin:R:1
O -2.752681 1.567374 -1.229825 2.11 1.72 0.24 -0.247
V -1.466531 2.440064 -1.082045 -0.76 -4.43 0.03 1.338
O 2.473989 2.099904 -1.959365 -0.71 1.56 1.26 -0.241
V 2.053659 2.483674 -0.456695 0.35 -3.50 -1.58 2.138
C -0.001321 -1.396186 -1.469365 0.69 1.30 -0.76 -0.002
C -0.208621 -0.402686 -0.351085 -0.89 -1.11 2.08 0.019
C 0.351909 -1.049486 0.943955 1.21 0.68 -0.79 0.010
O 0.251089 0.951914 -0.559285 -1.93 1.81 -0.38 -0.042
H -0.674191 -2.247266 -1.364505 0.33 -0.05 0.05 -0.001
H 1.061769 -1.636666 -1.480505 0.02 -0.64 -0.05 0.001
H -0.181221 -0.923336 -2.434835 -0.39 -0.06 -0.10 0.001
H -1.252651 -0.511146 -0.057235 -0.76 1.25 -0.78 0.004
H -0.048431 -2.044956 1.135965 -0.20 0.06 -0.23 -0.001
H 0.204839 -0.435336 1.832375 -0.06 0.02 -0.05 -0.002
H 1.412179 -1.169666 0.721505 0.33 -0.15 0.69 0.004
N 3.633189 1.085224 0.344785 2.23 -3.39 1.19 -0.047
C 3.816189 -0.274766 -0.107825 -1.78 2.02 0.74 0.062
C 4.731129 -1.185106 0.370485 1.33 0.35 0.07 -0.001
C 5.661069 -0.792206 1.300795 -0.01 2.48 1.44 0.005
C 5.562669 0.534674 1.803055 -0.92 -1.07 -0.66 0.000
C 4.539749 1.385434 1.341065 0.93 -0.62 -1.52 0.021
H 3.071479 -0.678096 -0.777995 -0.04 0.63 -0.39 -0.017
H 4.994069 -2.163696 -0.003155 -1.24 -0.18 -0.65 0.000
H 6.438179 -1.457116 1.647765 0.05 -0.02 0.00 0.000
H 6.234759 0.936924 2.546625 0.13 -0.11 -0.04 0.000
H 4.730689 2.409254 1.626965 -0.98 0.37 0.15 -0.008
N -1.099671 2.344284 -3.326655 1.01 0.44 -1.83 -0.008
C -1.907401 3.005704 -4.247095 0.98 0.01 -1.11 0.001
C -1.623381 3.143574 -5.648715 0.78 -1.59 2.92 -0.004
C -0.463241 2.501704 -6.073265 -0.91 0.78 -0.56 0.002
C 0.387449 1.809374 -5.225745 -0.96 -0.08 1.25 0.000
C 0.051839 1.714634 -3.849675 -1.54 1.22 -0.79 0.004
H -2.823071 3.496954 -3.952785 -0.04 -0.19 0.83 -0.002
H -2.273951 3.605614 -6.376505 -0.19 0.19 0.40 0.000
H -0.352501 2.609074 -7.142195 0.87 -0.44 -0.13 0.000
H 1.230859 1.297544 -5.665155 0.21 -0.04 0.42 0.000
H 0.647529 1.148344 -3.149055 0.06 0.17 0.10 0.001
N -1.798761 -1.335206 5.263915 -0.55 1.19 -0.43 0.000
C -1.715421 -1.146786 6.575165 1.08 -2.24 -0.03 0.000
C -0.797951 -1.952956 7.295065 0.10 0.73 -0.69 0.000
C 0.132269 -2.725526 6.583515 -0.70 0.06 0.43 0.000
C -0.021981 -2.935396 5.207045 0.84 0.84 0.83 0.000
C -0.996131 -2.181296 4.617785 -0.94 0.45 -0.20 0.000
H -2.395481 -0.438906 7.025525 -0.01 0.00 0.16 0.000
H -0.720881 -1.933606 8.372135 -0.01 0.28 0.06 0.000
H 0.947159 -3.100106 7.185215 0.08 -0.56 -0.28 0.000
H 0.675079 -3.456526 4.567575 0.06 -0.37 0.27 0.000
H -1.165021 -2.196176 3.551175 0.04 -0.26 -0.23 0.000
N 1.708569 2.962654 1.724675 -0.48 1.55 2.87 -0.040
C 1.332229 2.064514 2.686955 -0.17 -0.31 -1.17 0.034
C 0.742889 2.333834 3.934305 0.47 0.42 -0.89 0.002
C 0.585659 3.659884 4.288895 0.87 1.35 -0.89 0.005
C 1.110269 4.651184 3.416205 -0.07 -1.64 -0.29 0.004
C 1.660379 4.253934 2.186775 -1.11 0.10 0.37 0.008
H 1.444889 1.053564 2.324075 -0.04 -0.21 0.33 -0.004
H 0.397439 1.532734 4.570935 0.11 -0.16 -0.08 0.001
H 0.131819 4.023694 5.198875 -0.14 -0.40 0.18 0.000
H 1.040479 5.700894 3.660435 0.10 0.01 -0.01 0.000
H 1.914909 5.075264 1.533295 0.41 -0.18 -0.43 0.000
N -4.196831 -0.603926 -0.022825 0.37 -2.42 0.49 -0.002
C -4.578151 -0.373786 1.261085 0.42 -0.20 -0.89 0.000
C -4.763211 -1.341426 2.205715 -0.32 -0.36 0.65 0.000
C -4.564301 -2.676896 1.894135 -1.27 0.05 1.77 0.000
C -4.236171 -2.989496 0.641345 2.21 0.79 -3.61 0.000
C -3.982681 -1.950926 -0.308105 -1.29 1.73 1.75 0.000
H -4.732491 0.623674 1.645335 -0.06 0.52 -0.74 0.000
H -5.123111 -1.028406 3.174685 0.12 -0.14 0.18 0.000
H -4.802291 -3.469106 2.588515 0.22 0.06 0.33 0.000
H -3.924801 -3.962346 0.290615 -0.50 -0.38 0.26 0.000
H -3.683631 -2.217716 -1.311005 0.13 0.25 -0.14 0.000
N 4.133809 -0.132046 -3.203225 -1.05 -1.65 -1.00 0.000
C 5.453329 -0.196806 -3.053195 -0.79 -0.75 0.06 0.000
C 6.174949 -1.396426 -2.918045 -1.04 1.33 -0.58 0.000
C 5.466139 -2.586066 -3.021135 0.59 0.21 0.26 0.000
C 4.099799 -2.571306 -3.351095 0.42 1.08 0.14 0.000
C 3.459509 -1.327966 -3.424035 2.15 0.49 0.15 0.000
H 5.974279 0.749194 -3.062775 0.05 0.18 0.21 0.000
H 7.233319 -1.186286 -2.872315 0.27 -1.05 0.35 0.000
H 6.015839 -3.496756 -2.834375 -0.17 -0.33 -0.34 0.000
H 3.588269 -3.480176 -3.631635 -0.11 -0.07 0.25 0.000
H 2.441679 -1.307436 -3.784575 -0.25 0.42 0.31 0.000
N -1.977081 2.869874 1.134485 -0.47 0.09 1.31 -0.025
C -2.192211 1.858484 2.089635 -0.50 1.51 -1.12 0.028
C -2.714971 2.126644 3.347015 -0.11 1.05 -1.02 0.003
C -3.062911 3.445524 3.645305 -0.12 -0.20 0.70 0.001
C -2.823521 4.497574 2.772775 0.63 -0.94 -1.09 0.004
C -2.305881 4.159434 1.519345 1.26 -1.53 0.80 -0.002
H -2.103171 0.814414 1.828145 0.56 0.08 -0.59 -0.006
H -2.926931 1.340344 4.056385 0.17 -0.22 -0.08 0.000
H -3.516111 3.584154 4.615765 0.00 0.44 0.10 0.000
H -2.893761 5.556224 2.974555 -0.48 -0.11 0.36 0.000
H -1.911151 4.974644 0.931115 -0.33 -0.05 -0.66 -0.001
N -2.694931 -1.095716 -4.144475 -0.27 0.37 1.02 0.000
C -1.917151 -0.920016 -5.206035 -1.45 -0.43 -1.04 0.000
C -2.467221 -0.906436 -6.479565 -1.36 0.85 -0.64 0.000
C -3.885681 -0.998586 -6.671595 2.29 0.56 0.49 0.000
C -4.645051 -1.090986 -5.534085 -0.73 -0.96 0.46 0.000
C -4.036721 -1.145346 -4.287885 1.89 -0.37 -0.32 0.000
H -0.842841 -0.836326 -5.133665 0.12 -0.07 0.54 0.000
H -1.826831 -0.654446 -7.311905 0.06 -0.37 -0.24 0.000
H -4.330921 -0.919036 -7.652325 0.06 -0.21 -0.06 0.000
H -5.695571 -1.335296 -5.589805 -0.24 0.48 -0.07 0.000
H -4.562291 -1.339186 -3.364525 -0.35 0.20 -0.06 0.000
C 1.886129 -5.145946 1.234095 0.91 0.62 -0.64 0.000
Cl 2.910619 -4.036426 2.254165 -0.60 -0.71 -0.46 0.000
Cl 1.590579 -4.326236 -0.353865 0.03 -0.38 0.70 0.000
Cl 0.426599 -5.612136 2.021575 -0.45 0.12 0.26 0.000
H 2.441899 -6.055936 1.007955 0.13 0.38 0.16 0.000
```
Positions in Å, forces in eV/Å.

Computed properties:
Net charge: +2
<S²>: 3.834
Gap between HOMO and LUMO (spin up / spin down): 6.0 / 6.5 eV
E_HOMO (spin up / spin down): -12.8 / -13.1 eV
Multiplicity: 4